DFT (wB97M-V/def2-TZVPD) results for C37H52N3O12P2RuS2Sb as an isolated structure.

Values from the calculation:
Expectation value of S²: 0.756
ΔE to the lowest compared entry with this formula, charge and spin: 0.00 kJ/mol
Orbital gap (spin up / spin down): 8.5 / 8.0 eV
LUMO level (spin up / spin down): -3.12 / -3.64 eV

```
! RIJCOSX wB97M-V def2-TZVPD def2/J DEFGRID3
* xyz 1 2
Ru 1.365 -0.730 0.606
C 0.495 2.020 2.537
C 0.535 0.827 3.423
C 0.079 0.994 4.735
C 0.030 -0.064 5.607
C 0.479 -1.286 5.132
C 0.935 -1.385 3.833
N 0.966 -0.363 2.955
Sb 1.805 -3.231 3.287
C 0.599 -3.507 1.571
C -0.247 -4.587 1.727
C -1.008 -5.022 0.653
C -0.803 -4.391 -0.545
C 0.063 -3.298 -0.654
C 0.238 -2.723 -2.010
N 0.731 -2.819 0.416
C 3.413 -2.095 2.504
C 4.492 -2.090 3.369
C 5.646 -1.414 3.012
C 5.697 -0.927 1.729
C 4.599 -1.015 0.869
C 4.881 -0.668 -0.556
N 3.401 -1.481 1.304
H 0.002 2.849 3.041
H 1.485 2.336 2.222
H -0.070 1.775 1.647
H -0.240 1.980 5.039
H -0.330 0.054 6.620
H 0.487 -2.162 5.768
H -0.294 -5.098 2.680
H -1.699 -5.849 0.745
H -1.310 -4.721 -1.438
H -0.288 -3.340 -2.735
H -0.153 -1.711 -2.064
H 1.288 -2.715 -2.281
H 4.425 -2.607 4.318
H 6.492 -1.335 3.682
H 6.606 -0.494 1.338
H 5.954 -0.753 -0.718
H 4.372 -1.333 -1.243
H 4.594 0.356 -0.772
O 1.078 -0.113 -3.340
S 2.324 -0.446 -2.714
O 3.078 -1.515 -3.313
O 2.225 -0.674 -1.235
C 3.405 0.986 -2.773
C 4.388 0.959 -3.747
C 5.351 1.959 -3.809
C 5.347 2.985 -2.883
C 4.360 3.027 -1.905
C 3.393 2.037 -1.850
S 2.131 2.252 -0.615
O 2.294 3.551 -0.040
O 0.926 2.070 -1.450
O 2.265 1.208 0.446
H 4.409 0.130 -4.440
H 6.111 1.921 -4.578
H 6.100 3.760 -2.918
H 4.321 3.835 -1.188
C -0.859 5.035 0.849
C -1.697 3.832 0.463
C -2.711 4.166 -0.613
O -0.733 2.828 0.055
P -0.928 1.490 -0.788
O -0.181 0.197 -0.484
C -2.515 0.909 0.027
P -2.307 -0.751 0.680
O -1.112 -1.087 1.490
O -2.488 -1.792 -0.504
C -3.653 -1.761 -1.377
C -4.190 -3.174 -1.482
C -3.240 -1.195 -2.718
O -3.638 -0.867 1.552
C -3.870 -2.075 2.329
C -5.355 -2.359 2.266
C -3.364 -1.857 3.741
O -1.514 1.772 -2.202
C -1.109 2.066 -3.585
C -2.418 2.258 -4.327
C -0.226 3.294 -3.699
H -1.505 5.884 1.074
H -0.197 5.299 0.025
H -0.241 4.824 1.720
H -2.209 3.441 1.349
H -2.213 4.559 -1.500
H -3.381 4.935 -0.227
H -3.312 3.309 -0.909
H -3.389 0.903 -0.626
H -2.766 1.539 0.881
H -4.410 -1.127 -0.904
H -3.484 -3.809 -2.017
H -5.128 -3.173 -2.037
H -4.373 -3.600 -0.496
H -2.457 -1.811 -3.161
H -2.858 -0.181 -2.620
H -4.096 -1.183 -3.394
H -3.308 -2.891 1.860
H -5.915 -1.515 2.669
H -5.595 -3.245 2.855
H -5.680 -2.529 1.240
H -3.876 -1.005 4.192
H -2.292 -1.661 3.733
H -3.563 -2.739 4.351
H -0.585 1.182 -3.933
H -2.884 3.206 -4.052
H -3.117 1.451 -4.116
H -2.224 2.270 -5.399
H -0.566 4.084 -3.029
H -0.299 3.667 -4.722
H 0.815 3.077 -3.485
*
```

DFT (wB97M-V/def2-TZVPD) results for C37H53AsN3O4P2SZr as an isolated structure.

Values from the calculation:
ΔE to the lowest compared entry with this formula, charge and spin: 102.89 kJ/mol
Orbital gap: 7.2 eV
LUMO level: -8.75 eV

```
! RIJCOSX wB97M-V def2-TZVPD def2/J DEFGRID3
* xyz 3 1
Zr -0.144 0.723 0.134
N -0.519 -0.725 1.931
C -1.351 -1.940 1.904
C -1.793 -2.463 3.111
C -2.559 -3.617 3.112
C -2.870 -4.254 1.916
C -2.422 -3.728 0.719
C -1.666 -2.549 0.698
P -1.089 -1.847 -0.860
C -2.554 -1.375 -1.818
C -2.388 -0.876 -3.116
C -3.480 -0.441 -3.849
C -4.752 -0.489 -3.290
C -4.922 -0.974 -2.004
C -3.831 -1.416 -1.267
C -0.314 -3.256 -1.707
C -0.566 -3.561 -3.043
C 0.047 -4.657 -3.634
C 0.907 -5.461 -2.901
C 1.139 -5.179 -1.561
C 0.531 -4.086 -0.967
H 0.395 -0.972 2.311
H -0.944 -0.091 2.609
H -1.538 -1.979 4.046
H -2.907 -4.028 4.051
H -3.460 -5.160 1.922
H -2.656 -4.228 -0.213
H -1.411 -0.871 -3.589
H -3.341 -0.084 -4.861
H -5.607 -0.160 -3.865
H -5.911 -1.019 -1.568
H -3.990 -1.775 -0.261
H -1.260 -2.977 -3.631
H -0.166 -4.891 -4.669
H 1.374 -6.319 -3.365
H 1.775 -5.827 -0.971
H 0.683 -3.913 0.090
C -0.270 4.524 2.135
As 0.886 3.090 2.626
C 2.688 3.713 2.719
C 0.347 2.307 4.282
O 0.890 1.848 1.413
H -0.054 5.339 2.828
H -1.309 4.219 2.230
H -0.046 4.840 1.118
H 2.742 4.500 3.473
H 2.984 4.120 1.753
H 3.346 2.895 3.004
H 0.510 3.051 5.063
H 0.965 1.436 4.494
H -0.708 2.045 4.243
O -2.049 1.658 2.126
S -3.103 1.518 1.100
O -4.023 0.449 1.246
N -2.186 1.475 -0.282
C -1.830 2.808 -0.465
O -0.642 3.055 -0.709
C -2.931 3.732 -0.125
C -3.170 5.036 -0.517
C -4.307 5.662 -0.010
C -5.157 5.013 0.877
C -4.907 3.703 1.297
C -3.793 3.097 0.768
H -2.521 5.543 -1.218
H -4.538 6.672 -0.320
H -6.033 5.528 1.247
H -5.561 3.198 1.994
N 0.094 1.002 -2.181
H -0.837 0.924 -2.593
H 0.694 0.353 -2.679
H 0.424 1.941 -2.378
C 3.156 2.165 -1.496
C 3.598 1.258 -0.348
C 5.117 1.061 -0.361
P 2.567 -0.276 -0.206
C 3.224 -1.091 1.326
C 3.235 -0.185 2.554
C 2.533 -2.430 1.602
C 2.981 -1.541 -1.498
C 2.338 -1.341 -2.868
C 4.476 -1.836 -1.675
H 3.833 3.017 -1.570
H 2.155 2.574 -1.337
H 3.185 1.659 -2.463
H 3.334 1.768 0.584
H 5.470 0.730 -1.335
H 5.473 0.353 0.387
H 5.596 2.020 -0.155
H 4.267 -1.301 1.078
H 2.228 0.136 2.841
H 3.843 0.707 2.405
H 3.660 -0.730 3.397
H 1.463 -2.411 1.374
H 2.643 -2.705 2.652
H 2.962 -3.240 1.013
H 2.516 -2.435 -1.066
H 2.652 -0.412 -3.350
H 1.248 -1.408 -2.828
H 2.650 -2.155 -3.524
H 4.952 -1.083 -2.302
H 4.578 -2.793 -2.188
H 5.034 -1.908 -0.744
*
```

DFT (wB97M-V/def2-TZVPD) results for a 7-piece molecular cluster, C37H53F3O8 overall.

Values from the calculation:
SMILES: C#Cc1cccc2c1C(=O)C(C(F)(F)F)=CC2=O.C1CCOC1.C1CCOC1.C1CCOC1.C1CCOC1.C1CCOC1.C1CCOC1
Orbital gap: 8.0 eV
LUMO level: -1.14 eV

```
! RIJCOSX wB97M-V def2-TZVPD def2/J DEFGRID3
* xyz 0 1
C -3.315 -1.193 3.603
C -2.485 -2.067 3.623
C -1.310 -2.845 4.072
C -1.476 -3.932 4.969
C -0.382 -4.669 5.449
C 0.921 -4.288 5.016
C 1.098 -3.236 4.113
C -0.021 -2.484 3.620
C 0.263 -1.339 2.643
O -0.426 -0.361 2.546
C 1.527 -1.535 1.780
C 1.641 -0.950 0.354
F 2.171 -1.935 -0.431
F 0.492 -0.528 -0.158
F 2.568 0.045 0.354
C 2.563 -2.229 2.245
C 2.514 -2.884 3.634
O 3.503 -3.132 4.271
H -4.071 -0.419 3.631
H -2.486 -4.213 5.306
H -0.504 -5.494 6.165
H 1.789 -4.839 5.402
H 3.436 -2.333 1.579
C -7.418 -1.547 6.150
C -7.572 -3.058 6.114
C -6.311 -3.484 5.384
O -5.302 -2.515 5.702
C -5.918 -1.391 6.340
H -7.999 -1.063 6.935
H -7.720 -1.120 5.189
H -7.567 -3.457 7.132
H -8.483 -3.397 5.621
H -6.457 -3.474 4.299
H -5.970 -4.477 5.680
H -5.648 -1.415 7.401
H -5.533 -0.466 5.905
C 2.372 2.983 -1.531
C 2.714 1.752 -2.351
C 2.053 2.067 -3.681
O 2.076 3.494 -3.830
C 2.449 4.085 -2.575
H 3.042 3.148 -0.688
H 1.352 2.902 -1.146
H 3.797 1.681 -2.480
H 2.362 0.822 -1.913
H 1.006 1.745 -3.690
H 2.566 1.604 -4.525
H 3.472 4.467 -2.674
H 1.785 4.922 -2.351
C 3.298 7.547 -4.851
C 3.637 6.312 -5.666
C 2.979 6.622 -6.998
O 3.005 8.049 -7.150
C 3.377 8.643 -5.900
H 3.967 7.715 -4.007
H 2.277 7.469 -4.467
H 4.722 6.239 -5.794
H 3.283 5.380 -5.223
H 1.932 6.302 -7.008
H 3.493 6.155 -7.841
H 4.401 9.024 -6.000
H 2.714 9.482 -5.683
C 5.880 -5.497 -0.020
C 4.998 -4.949 -1.128
C 3.646 -5.542 -0.774
O 3.612 -5.680 0.653
C 4.935 -5.476 1.170
H 6.787 -4.917 0.147
H 6.169 -6.526 -0.249
H 4.956 -3.858 -1.064
H 5.332 -5.219 -2.130
H 3.522 -6.539 -1.211
H 2.814 -4.915 -1.099
H 4.954 -4.502 1.673
H 5.166 -6.250 1.903
C -9.865 -6.665 8.377
C -10.815 -6.954 7.228
C -10.117 -6.267 6.066
O -8.711 -6.326 6.335
C -8.512 -6.745 7.691
H -9.960 -7.359 9.212
H -10.034 -5.653 8.754
H -10.866 -8.031 7.050
H -11.828 -6.587 7.392
H -10.404 -5.212 5.998
H -10.325 -6.746 5.108
H -8.136 -7.774 7.674
H -7.762 -6.109 8.164
C 5.376 8.693 -9.282
C 4.378 8.450 -10.399
C 5.055 9.133 -11.577
O 6.467 9.030 -11.358
C 6.702 8.586 -10.017
H 5.290 7.990 -8.455
H 5.250 9.704 -8.885
H 4.289 7.376 -10.590
H 3.383 8.842 -10.193
H 4.797 10.197 -11.620
H 4.798 8.675 -12.533
H 7.048 7.547 -10.062
H 7.487 9.193 -9.562
*
```

DFT (wB97M-V/def2-TZVPD) results for C37H53IrN4O2P2 as an isolated structure.

Values from the calculation:
Expectation value of S²: 8.836
ΔE to the lowest compared entry with this formula, charge and spin: 60.96 kJ/mol
Orbital gap (spin up / spin down): 4.6 / 4.5 eV
LUMO level (spin up / spin down): -8.84 / -11.95 eV

```
! RIJCOSX wB97M-V def2-TZVPD def2/J DEFGRID3
* xyz 3 6
C 2.533 1.481 0.991
C 0.529 2.688 1.110
C 3.266 2.597 1.378
C 1.217 3.768 1.727
C 2.586 3.720 1.850
H 4.350 2.524 1.364
H 0.630 4.647 1.995
H 3.137 4.554 2.282
N 1.192 1.480 1.003
P 2.125 -1.207 0.820
P -1.626 1.719 -0.488
C 3.217 0.242 0.466
H 3.355 0.343 -0.622
H 4.217 0.135 0.901
C -0.724 2.853 0.499
H -1.209 3.818 0.709
C -1.803 3.044 -1.991
C -3.440 1.400 0.166
C 2.782 -2.490 -0.410
C 2.643 -1.537 2.637
C -1.796 2.182 -3.253
H -2.664 1.513 -3.307
H -1.816 2.843 -4.132
H -0.884 1.580 -3.315
C -3.050 3.931 -1.912
H -4.003 3.401 -1.921
H -3.022 4.592 -1.036
H -3.045 4.588 -2.796
C -0.636 4.042 -2.010
H -0.561 4.457 -3.026
H -0.799 4.876 -1.310
H 0.322 3.571 -1.765
C -4.318 1.010 -1.035
H -3.940 0.084 -1.492
H -5.341 0.825 -0.673
H -4.376 1.763 -1.823
C -3.521 0.215 1.129
H -3.118 -0.700 0.680
H -3.021 0.411 2.081
H -4.585 0.032 1.354
C -3.906 2.628 0.949
H -4.013 3.528 0.339
H -4.889 2.413 1.396
H -3.203 2.840 1.767
C 2.003 -2.868 3.047
H 2.191 -3.020 4.119
H 0.914 -2.863 2.904
H 2.433 -3.722 2.511
C 2.146 -0.420 3.569
H 2.636 0.537 3.363
H 1.066 -0.277 3.537
H 2.406 -0.709 4.597
C 4.162 -1.576 2.862
H 4.326 -1.812 3.924
H 4.687 -2.335 2.281
H 4.635 -0.605 2.678
C 2.781 -1.915 -1.836
H 3.550 -1.145 -1.977
H 3.004 -2.735 -2.537
H 1.810 -1.488 -2.109
C 1.881 -3.730 -0.393
H 0.892 -3.514 -0.810
H 2.349 -4.503 -1.019
H 1.749 -4.148 0.612
C 4.218 -2.905 -0.062
H 4.898 -2.047 0.017
H 4.265 -3.506 0.854
H 4.602 -3.541 -0.873
Ir 0.062 -0.242 0.391
C -0.674 -0.757 1.983
O -1.178 -1.094 2.987
N 0.708 0.491 -1.432
C 1.060 1.555 -1.885
C 1.836 1.970 -3.031
C 1.928 1.062 -4.106
C 2.507 3.209 -3.094
C 2.680 1.395 -5.231
H 1.414 0.097 -4.052
C 3.211 3.554 -4.247
H 2.462 3.893 -2.245
C 3.307 2.645 -5.309
H 2.768 0.676 -6.046
H 3.690 4.531 -4.331
H 3.872 2.910 -6.206
N -4.915 -4.097 -3.146
C -4.060 -4.560 -2.177
O -4.097 -5.718 -1.773
C -3.050 -3.572 -1.682
C -2.729 -2.375 -2.336
C -1.793 -1.505 -1.773
N -1.211 -1.752 -0.574
C -1.455 -2.940 0.028
C -2.346 -3.864 -0.511
H -5.668 -4.714 -3.412
H -5.052 -3.110 -3.306
H -3.169 -2.097 -3.291
H -1.486 -0.598 -2.306
H -0.912 -3.169 0.952
H -2.486 -4.807 0.010
*
```